Molecular formula: C29H40BrCrN8O4
Method: DFT, wB97M-V/def2-TZVPD

Geometry (Å):
Cr 0.3504 -0.8225 -0.8816
C -0.5950 2.0809 -2.2699
C 0.6795 2.3593 -1.4813
N 1.3778 1.1259 -1.0825
C 2.6561 0.9210 -1.7533
C 3.3521 -0.2515 -1.0621
N 2.4996 -1.4381 -1.1327
C 2.9361 -2.3953 -2.1592
C 2.4032 -2.1515 -3.5689
C 0.8865 -2.2779 -3.6766
N 0.1964 -1.0962 -3.1749
C -1.2317 -1.0616 -3.5171
C -2.0597 -0.9095 -2.2163
N -1.4019 -0.0743 -1.2590
C -1.6532 1.3294 -1.4322
H -0.3539 1.5203 -3.1687
H -1.0108 3.0363 -2.5886
H 0.4085 2.9285 -0.5886
H 1.3525 2.9864 -2.0773
H 1.5860 1.2103 -0.0879
H 3.2917 1.8175 -1.6997
H 2.4797 0.6919 -2.8091
H 3.5196 0.0140 -0.0120
H 4.3285 -0.4281 -1.5307
H 2.5583 -1.9525 -0.2578
H 2.5966 -3.3798 -1.8457
H 4.0327 -2.4202 -2.2029
H 2.8459 -2.9162 -4.2095
H 2.7337 -1.1855 -3.9567
H 0.5472 -3.1443 -3.1021
H 0.6244 -2.4425 -4.7309
H 0.6394 -0.2887 -3.6057
H -1.5262 -1.9766 -4.0349
H -1.4448 -0.2229 -4.1819
H -2.2014 -1.9080 -1.7869
H -3.0577 -0.5214 -2.4745
H -1.7878 -0.5493 0.5784
H -1.6994 1.8094 -0.4487
H -2.6305 1.4785 -1.9114
C 1.7237 -2.4595 2.7175
O 1.2500 -1.2205 2.2335
C 0.8582 -0.3064 3.1673
C 1.0417 -0.4098 4.5373
C 0.6004 0.6234 5.3598
Br 0.8498 0.4594 7.2383
C 0.0048 1.7567 4.8586
C -0.1827 1.8777 3.4785
C 0.2273 0.8294 2.6381
O 0.0496 0.8720 1.2979
C -0.7770 3.0512 2.8802
N -0.9620 3.1691 1.5762
C -1.5265 4.3984 1.3714
C -1.9267 5.0255 0.1971
C -2.4782 6.2836 0.3074
C -2.6324 6.9151 1.5440
C -2.2361 6.3105 2.7201
C -1.6811 5.0457 2.6193
N -1.1934 4.1640 3.5515
H 2.6760 -2.3389 3.2414
H 1.8607 -3.0852 1.8391
H 0.9959 -2.9255 3.3865
H 1.5184 -1.2637 4.9860
H -0.3163 2.5348 5.5328
H -0.4352 1.7433 1.1219
H -1.8155 4.5385 -0.7585
H -2.8047 6.7988 -0.5819
H -3.0743 7.8982 1.5776
H -2.3575 6.7976 3.6738
H -1.1537 4.3215 4.5437
C -0.0539 -6.0045 -0.6110
N -0.7058 -4.7904 -0.1638
C -1.9990 -4.7821 0.2733
C -2.5483 -3.6035 0.7076
C -1.7874 -2.4353 0.5976
O -2.3052 -1.2786 0.9900
N -0.5370 -2.4386 0.0808
C 0.0538 -3.6416 -0.1424
O 1.2650 -3.7181 -0.3440
H -0.7639 -6.8273 -0.6253
H 0.7822 -6.2502 0.0458
H 0.3472 -5.8599 -1.6148
H -2.5269 -5.7189 0.2622
H -3.5526 -3.5513 1.0885

Results
energy relative to the best compared isomer or geometry (same formula, charge and spin) = 0.821 eV
E_HOMO (spin up / spin down) = -9.207 / -9.946 eV
LUMO (spin up / spin down) = -2.4 / -2.5 eV
2S+1 = 5
total charge = +1
orbital gap (spin up / spin down) = 6.80 / 7.49 eV
expectation value of S² = 6.02


Molecular formula: C45H29N16OTi
Method: DFT, wB97M-V/def2-TZVPD

Geometry (Å):
Ti -0.2349 -0.8786 0.5344
C -6.6670 -2.6949 0.9866
C -6.4084 -2.7137 2.3592
C -5.1347 -2.4698 2.8536
C -4.1371 -2.2016 1.9321
C -2.6977 -1.9282 2.1003
N -2.1466 -1.9787 3.2636
C -0.7929 -1.8631 3.4096
C -0.1317 -1.9507 4.6694
C -0.6074 -2.1089 5.9795
C 0.3086 -2.1546 7.0004
C 1.6973 -2.0544 6.7356
C 2.1786 -1.9023 5.4602
C 1.2505 -1.8378 4.4040
C 1.3803 -1.6969 2.9979
N 2.5375 -1.7586 2.3219
C 2.6356 -1.8532 1.0379
N 1.5752 -1.8283 0.0972
C 2.0828 -2.0629 -1.1149
N 1.4354 -2.1876 -2.2754
C 0.1500 -1.9015 -2.3694
N -0.6655 -1.3212 -1.4867
C -1.9889 -1.1288 -2.0848
N -3.1123 -1.6528 -1.3672
C -3.1263 -1.8126 -0.1023
N -2.1356 -1.6763 0.8626
C -4.3935 -2.1781 0.5760
C -5.6580 -2.4246 0.0718
C -1.8778 -1.7908 -3.4458
C -2.8218 -1.9612 -4.4411
C -2.4072 -2.5703 -5.6185
C -1.0880 -2.9925 -5.7909
C -0.1496 -2.8169 -4.7855
C -0.5761 -2.2082 -3.6168
C 3.5331 -2.2300 -1.0276
C 4.4892 -2.4820 -2.0020
C 5.8088 -2.5769 -1.5968
C 6.1555 -2.4285 -0.2468
C 5.2007 -2.1840 0.7235
C 3.8744 -2.0805 0.3145
N 0.1082 -1.6864 2.4297
H -7.6721 -2.8940 0.6351
H -7.2195 -2.9246 3.0457
H -4.9157 -2.4825 3.9132
H -1.6715 -2.1884 6.1655
H -0.0251 -2.2722 8.0243
H 2.3914 -2.0991 7.5668
H 3.2406 -1.8289 5.2624
H -5.8391 -2.4037 -0.9952
H -3.8443 -1.6342 -4.3066
H -3.1185 -2.7219 -6.4212
H -0.8003 -3.4636 -6.7227
H 0.8788 -3.1366 -4.8913
H 4.1976 -2.5958 -3.0381
H 6.5865 -2.7668 -2.3256
H 7.1974 -2.5085 0.0392
H 5.4664 -2.0755 1.7671
N -0.4157 3.2768 -3.4853
C -1.4609 2.4095 -3.1798
C -1.1840 1.1762 -2.6242
N -2.2296 0.3308 -2.2692
C -3.5081 0.7663 -2.5748
C -3.6863 1.9805 -3.1498
N -2.6921 2.8451 -3.4822
H 0.3687 3.1902 -2.8558
H -0.7525 4.2288 -3.5096
H -0.1852 0.8643 -2.3672
H -4.3195 0.1079 -2.3121
H -4.6996 2.3069 -3.3564
N 2.3373 1.4521 1.6190
C 1.2412 1.8191 0.9278
O 0.5769 0.9137 0.3125
C 0.8579 3.1674 0.8757
C -0.3238 3.5488 0.2036
N -1.2885 3.8652 -0.3466
C 1.6349 4.1343 1.5545
N 2.3262 4.8656 2.1224
H 2.5354 0.4707 1.7494
H 2.8108 2.1236 2.1988
N -3.0514 1.3193 0.6061
C -2.7837 1.3332 1.9522
C -3.7915 1.5904 2.8956
C -3.4579 1.5968 4.2302
C -2.1404 1.3604 4.6146
C -1.2261 1.0882 3.6190
N -1.5328 1.0451 2.3212
H -3.9080 1.7624 0.3154
H -2.2766 1.6038 0.0200
H -4.8031 1.7886 2.5644
H -4.2204 1.7946 4.9740
H -1.8363 1.3613 5.6518
H -0.1925 0.8638 3.8640

Results
energy relative to the best compared isomer or geometry (same formula, charge and spin) = 0.933 eV
E_HOMO (spin up / spin down) = -3.639 / -3.911 eV
LUMO (spin up / spin down) = 1.2 / 1.2 eV
2S+1 = 3
total charge = -1
orbital gap (spin up / spin down) = 4.81 / 5.10 eV
expectation value of S² = 2.02


Molecular formula: C5H14N2
Method: DFT, wB97M-V/def2-TZVPD

Geometry (Å):
C 2.1043 -1.3051 1.3405
N 2.1046 -0.2907 0.2829
C 0.9779 -0.4518 -0.6926
C 0.2370 0.8773 -0.9014
C -0.7190 1.1805 0.2841
C -1.9289 0.2436 0.3810
N -2.5710 -0.0325 -0.9271
H 1.6505 -2.2140 0.9551
H 3.1319 -1.5448 1.6068
H 1.5372 -0.9960 2.2240
H 2.0378 0.6569 0.5919
H 1.3341 -0.9231 -1.6082
H 0.2520 -1.1271 -0.2386
H 0.9244 1.7206 -0.9982
H -0.3386 0.8460 -1.8264
H -0.1625 0.9832 1.2106
H -0.9251 2.2496 0.3213
H -2.6592 0.7176 1.0381
H -1.6595 -0.6858 0.8840
H -3.5760 0.0971 -0.8158
H -2.4727 -1.0125 -1.1491

Results
energy relative to the best compared isomer or geometry (same formula, charge and spin) = 1.091 eV
E_HOMO = -8.547 eV
SMILES = CNCCCCN
LUMO = 1.0 eV
total charge = 0
orbital gap = 9.56 eV


Molecular formula: CH4FOP
Method: DFT, wB97M-V/def2-TZVPD

Geometry (Å):
O -1.0535 0.1198 -1.1138
C 0.0924 -0.1318 -0.3230
P -0.5101 -0.9142 1.2686
F -1.3603 0.8027 1.6304
H -1.5603 0.8167 -0.7140
H 0.9615 -0.7731 -0.7204
H 0.5250 0.7364 0.0500
H 0.5670 -0.4121 2.2617

Results
energy relative to the best compared isomer or geometry (same formula, charge and spin) = 2.494 eV
E_HOMO = -10.105 eV
SMILES = OCPF
LUMO = -0.4 eV
total charge = 0
orbital gap = 9.74 eV


Molecular formula: C3H4N4O
Method: DFT, wB97M-V/def2-TZVPD

Geometry (Å):
H -2.4307 -0.9049 0.4823
N -1.8361 -0.0941 0.1830
C -0.6465 -0.4605 -0.0919
C 0.1552 -1.6919 -0.0191
N 1.4019 -1.4623 -0.2184
C 1.5941 -0.0130 -0.0348
O 2.6928 0.4344 0.2429
N 0.3318 0.5037 -0.1391
N 0.0409 1.9082 -0.1939
H -0.3244 -2.6284 -0.1432
H -0.3532 2.1645 0.7563
H -0.6258 2.2443 -0.8244

Results
energy relative to the best compared isomer or geometry (same formula, charge and spin) = 2.189 eV
E_HOMO = -10.187 eV
SMILES = [H]/N=C1\C=NC(=O)N1N
LUMO = -1.0 eV
total charge = 0
orbital gap = 9.18 eV


Molecular formula: C24H60ClN4O12
Method: DFT, wB97M-V/def2-TZVPD

Geometry (Å):
Cl -1.7535 2.3372 -0.1964
O -2.9222 2.9568 0.3155
O -1.6914 2.8938 -1.5313
O -0.6604 2.8363 0.6326
O -1.8224 0.9153 -0.2947
C 0.4045 0.2451 -5.5150
O -0.6090 -0.3939 -4.7021
C -1.2422 0.5962 -3.7746
C -2.6820 0.1011 -3.5720
N -2.8144 -1.0997 -2.6668
C -4.1846 -1.4257 -2.5577
C -4.7293 -2.2865 -3.7869
O -3.9063 -3.3401 -4.0604
C -4.5574 -4.2413 -5.0181
H 1.2728 0.4236 -4.8807
H 0.1031 1.2317 -5.8671
H 0.6038 -0.3371 -6.4147
H -1.3772 1.6061 -4.1619
H -0.5916 0.6878 -2.9049
H -3.2034 -0.0772 -4.5125
H -3.1712 0.9269 -3.0554
H -2.6211 -0.7949 -1.7235
H -4.7678 -0.5488 -2.2766
H -4.2007 -2.1229 -1.7201
H -4.7075 -1.7545 -4.7380
H -5.6917 -2.6582 -3.4351
H -4.4748 -5.2861 -4.7187
H -3.9719 -4.1951 -5.9363
H -5.6039 -4.0818 -5.2783
C -1.7879 4.8985 3.5028
O -0.8697 4.5082 4.5169
C -1.3649 4.8079 5.8627
C -2.1635 3.6690 6.4025
N -2.6755 3.7096 7.7548
C -3.5560 2.5883 7.9042
C -3.1548 1.1512 7.8571
O -2.7414 0.9661 6.5350
C -1.6454 0.0055 6.5165
H -1.3731 4.8107 2.4987
H -2.0172 5.9507 3.6714
H -2.7048 4.3131 3.4352
H -1.9056 5.7537 5.8954
H -0.4684 4.9672 6.4619
H -1.3693 2.9227 6.4215
H -2.9280 3.3672 5.6865
H -1.9080 3.2369 8.2103
H -4.4152 2.6824 7.2401
H -4.0853 2.7253 8.8471
H -3.9094 0.4271 8.1643
H -2.3093 1.1701 8.5447
H -0.9567 0.0332 7.3609
H -1.0849 0.1760 5.5973
H -2.0506 -0.9989 6.3940
C 7.1026 -0.2316 -7.4647
O 7.0295 -1.0329 -6.3292
C 5.7416 -1.0020 -5.5975
C 5.9399 -0.0541 -4.4505
N 4.8852 0.2416 -3.5833
C 4.0112 1.3606 -3.9065
C 3.1093 1.8611 -2.7869
O 2.2346 2.9993 -3.1353
C 1.7389 3.6430 -1.9961
H 7.4743 0.7481 -7.1644
H 6.1243 -0.2049 -7.9445
H 7.7540 -0.8779 -8.0530
H 5.5503 -2.0395 -5.3233
H 4.9350 -0.9006 -6.3235
H 6.2495 0.8433 -4.9863
H 6.7696 -0.4720 -3.8804
H 4.2155 -0.5113 -3.5140
H 3.2697 1.1154 -4.6669
H 4.7885 2.0573 -4.2200
H 3.8550 2.1027 -2.0294
H 2.4245 1.0946 -2.4241
H 1.0888 2.8886 -1.5531
H 1.3259 4.5963 -2.3259
H 2.6384 3.8342 -1.4109
C 0.5971 -7.0261 1.1407
O 1.0602 -5.7835 1.7378
C 0.2078 -5.4202 2.8846
C 0.4319 -4.0639 3.4642
N 0.4762 -3.0370 2.4593
C 0.5871 -1.7205 3.0502
C 0.5985 -0.5356 2.0583
O 1.8017 -0.7781 1.3263
C 2.2650 0.5393 0.9252
H -0.4140 -7.0901 0.7386
H 0.7677 -7.9133 1.7505
H 1.1491 -7.3058 0.2434
H 0.4618 -6.2724 3.5149
H -0.8371 -5.4278 2.5744
H 1.4107 -3.9295 3.9247
H -0.2958 -3.9016 4.2594
H -0.3835 -3.0062 1.9301
H 1.5490 -1.6600 3.5593
H -0.1925 -1.4790 3.7727
H 0.5866 0.2836 2.7773
H -0.3123 -0.3240 1.4981
H 3.2120 0.5824 0.3871
H 2.4474 1.1077 1.8372
H 1.5873 1.1462 0.3249

Results
energy relative to the best compared isomer or geometry (same formula, charge and spin) = 5.439 eV
E_HOMO = -6.038 eV
LUMO = 2.4 eV
total charge = -1
orbital gap = 8.47 eV


Molecular formula: C6H8S2
Method: DFT, wB97M-V/def2-TZVPD

Geometry (Å):
C 1.9116 -1.7570 0.0258
C 0.7219 -0.7440 0.0686
C -0.5708 -1.0486 -0.0305
C -1.6377 -0.0076 0.0982
S -3.1815 -0.4515 -0.0492
C -1.2021 1.3431 0.4289
C -0.0035 1.7761 -0.3823
S 1.5130 0.8235 0.0758
H 2.4981 -1.6658 0.8787
H 2.4062 -1.4315 -0.9365
H 1.5047 -2.7830 -0.1019
H -1.0121 -2.0020 -0.0993
H -0.9083 1.4295 1.5266
H -2.0683 1.9194 0.1113
H 0.1897 2.8464 -0.1897
H -0.1610 1.7530 -1.4246

Results
energy relative to the best compared isomer or geometry (same formula, charge and spin) = 0.942 eV
E_HOMO = -8.553 eV
SMILES = CC1=CC(=S)CCS1
LUMO = -0.3 eV
total charge = 0
orbital gap = 8.22 eV


Molecular formula: C35H88Cl2N5Na2O12
Method: DFT, wB97M-V/def2-TZVPD

Geometry (Å):
Na -17.2067 17.4084 20.8733
Na -12.9160 13.9871 21.6806
C -20.1286 12.8443 19.5188
C -19.2271 12.5785 20.7726
O -18.0643 13.2670 21.1996
H -19.5898 12.6482 18.5918
H -20.5624 13.8415 19.4442
H -20.9169 12.0915 19.5212
H -19.1044 11.5027 20.6476
H -19.8196 12.4464 21.6779
Cl -27.8019 17.7839 22.2559
C -26.9889 16.2632 22.9573
C -25.4910 16.4148 22.9426
Cl -24.9320 17.7309 24.0276
H -27.2162 15.3845 22.3537
H -27.3935 16.1913 23.9669
H -25.1095 16.5309 21.9282
H -25.0334 15.5233 23.3714
C -13.1297 12.2259 16.0194
O -13.5235 12.6900 17.3318
H -12.2308 11.6248 16.1560
H -13.8199 11.4225 15.7621
H -13.0943 13.0275 15.2817
H -14.4763 12.6453 17.4401
C -20.8909 14.1410 9.4281
O -20.6486 12.9739 10.2309
C -21.7740 12.4132 11.0447
C -22.8825 11.8293 10.2059
N -22.3447 10.7628 9.3844
C -23.3073 10.2617 8.3892
C -23.4936 11.2284 7.1420
O -24.4377 10.6713 6.2173
C -23.8202 9.9154 5.1772
H -20.5045 14.9957 9.9834
H -21.9276 14.2465 9.1084
H -20.2744 14.0663 8.5323
H -22.2058 13.1577 11.7135
H -21.5253 11.5747 11.6953
H -23.3951 12.6760 9.7494
H -23.5430 11.3341 10.9176
H -21.4626 11.0530 8.9871
H -24.3221 10.2424 8.7867
H -23.1648 9.1895 8.2544
H -22.5336 11.4843 6.6938
H -23.8888 12.1640 7.5376
H -23.3418 10.5526 4.4334
H -24.5778 9.4227 4.5678
H -23.2178 9.1020 5.5817
C -13.4621 3.7293 26.6689
O -14.0103 3.3002 25.4502
C -13.8420 1.9132 25.1665
C -14.0971 1.6648 23.6518
N -15.2676 2.3381 23.1327
C -16.5446 1.6810 23.6399
C -17.7770 2.4451 23.0027
O -17.7368 3.8801 23.2430
C -18.5196 4.6868 22.4014
H -13.6788 4.7975 26.6814
H -12.3759 3.6556 26.6167
H -13.7676 3.2679 27.6079
H -14.3958 1.1377 25.6957
H -12.7985 1.6970 25.3959
H -14.0311 0.5944 23.4565
H -13.2846 2.1394 23.1017
H -15.2540 3.3418 23.2444
H -16.4622 1.7621 24.7237
H -16.4261 0.6120 23.4625
H -18.7044 2.0934 23.4546
H -17.7324 2.2327 21.9345
H -18.9596 5.5648 22.8743
H -19.4318 4.1969 22.0607
H -17.9284 5.0413 21.5571
C -6.7024 13.6448 20.5074
O -7.2131 13.1177 21.7160
C -8.5322 12.4763 21.6430
C -8.9906 11.6165 22.8079
N -10.2864 11.0150 22.4294
C -10.7469 10.1220 23.5304
C -12.0985 9.5373 23.0426
O -11.8654 8.7561 21.8418
C -13.1013 8.5423 21.1107
H -7.3798 14.1458 19.8159
H -6.0063 12.9580 20.0258
H -6.0366 14.4580 20.7962
H -8.6300 11.9198 20.7109
H -9.2116 13.3147 21.4897
H -9.0105 12.3642 23.6008
H -8.2346 10.8496 22.9767
H -9.9881 10.3610 21.7199
H -10.9561 10.6795 24.4434
H -10.0753 9.2818 23.7065
H -12.9314 10.2397 23.0743
H -12.3421 8.8358 23.8405
H -13.6614 9.4645 20.9564
H -13.7527 7.7322 21.4386
H -12.8380 8.1914 20.1129
C -17.8449 13.9341 28.6757
O -17.2607 14.4067 29.8885
C -18.2821 14.8731 30.7813
C -17.5598 15.4103 32.0328
N -16.4097 16.2046 31.7142
C -15.6194 16.3804 32.9665
C -14.1805 16.7240 32.6970
O -13.4582 15.7541 31.8520
C -12.0409 15.9597 31.9436
H -17.1144 14.0976 27.8834
H -18.7087 14.5422 28.4069
H -18.0909 12.8728 28.6391
H -19.0156 14.1331 31.1012
H -18.8999 15.6246 30.2897
H -17.1910 14.5338 32.5656
H -18.2337 15.9929 32.6610
H -15.8496 15.6920 31.0482
H -15.4656 15.4407 33.4970
H -16.1028 17.1011 33.6261
H -13.7476 16.4058 33.6455
H -14.0367 17.7829 32.4821
H -11.8499 16.8291 31.3145
H -11.3706 15.2017 31.5383
H -11.7217 16.0628 32.9807
C -28.5654 10.9877 19.2679
O -27.3869 11.5592 19.7395
C -26.2014 11.4109 18.9914
C -26.2842 12.1335 17.5939
N -26.5615 13.5933 17.6417
C -26.2460 14.3685 16.4577
C -27.0050 15.7058 16.4987
O -28.2882 15.6269 15.8623
C -28.9308 16.8882 15.8785
H -28.9570 11.5687 18.4328
H -29.3638 10.9433 20.0085
H -28.3788 9.9405 19.0301
H -25.9652 10.3646 18.7972
H -25.4140 11.8083 19.6319
H -27.0085 11.6175 16.9637
H -25.3440 12.0094 17.0565
H -27.5490 13.7687 17.7611
H -26.5061 13.8196 15.5527
H -25.1684 14.5020 16.5530
H -26.4434 16.4915 15.9933
H -27.1987 15.9614 17.5405
H -29.0974 17.2646 16.8878
H -29.8595 16.8342 15.3104
H -28.3666 17.6255 15.3074

Results
E_HOMO = -8.193 eV
LUMO = -5.1 eV
total charge = +1
orbital gap = 3.13 eV


Q: What is the formula in the eighth record?
A: C35H88Cl2N5Na2O12